Formula: C5H8N2
Source: the Open Molecules 2025 dataset
Level of theory: ωB97M-V with the def2-TZVPD basis set

## Properties
Calculated total energy = -8291.469 eV

The geometry in ORCA input format:
```
! RIJCOSX wB97M-V def2-TZVPD def2/J DEFGRID3
* xyz 0 1
C 1.7380 -0.6877 -0.6763
N 0.3562 -0.1556 -0.5836
C 0.3700 1.2903 -0.6919
C -0.7697 1.7306 0.1607
C -1.3757 0.6449 0.6786
C -0.6094 -0.5190 0.2318
N -0.7624 -1.7951 0.6350
H 1.9845 -1.0764 0.3204
H 1.8300 -1.4320 -1.4612
H 1.4564 1.3544 -0.4354
H 0.2967 1.6481 -1.7268
H -1.0934 2.7581 0.2816
H -2.2254 0.6066 1.3536
H 0.0351 -2.3838 0.4061
H -1.2310 -1.9832 1.5074
*
```